1.
{"formula": "C4H6O", "method": "ωB97M-V with the def2-TZVPD basis set", "elements": ["C", "C", "C", "O", "C", "H", "H", "H", "H", "H", "H"], "positions_angstrom": [[-0.79892, 1.18961, -0.19424], [-0.01900, 0.12563, 0.51427], [-0.07315, -1.37225, 0.29496], [1.34515, -1.31737, -0.10318], [1.26490, 0.02239, 0.16464], [-0.29687, 2.15994, -0.09433], [-0.73576, 0.94062, -1.26580], [-1.84348, 1.25835, 0.09400], [-0.76465, -1.69393, -0.49008], [-0.11708, -2.06182, 1.13998], [2.03886, 0.74883, -0.06021]], "forces_ev_per_angstrom": [[-0.39, 0.18, 0.06], [0.23, 0.15, -0.78], [-0.24, -0.24, 0.03], [0.42, -0.31, 0.33], [0.37, 0.09, 0.04], [-0.26, -0.13, 0.18], [-0.42, 0.16, 0.19], [-0.08, 0.23, 0.07], [0.43, -0.06, -0.15], [-0.29, 0.28, 0.08], [0.21, -0.36, -0.05]], "orbital_gap_ev": 9.4, "e_above_lowest_kcal_mol": 48.40, "multiplicity": 1, "e_homo_ev": -8.4, "fmax_ha_per_bohr": 0.0161, "energy_ev": -6289.81889}

---

2.
{"formula": "C4H6O", "method": "ωB97M-V with the def2-TZVPD basis set", "elements": ["C", "C", "C", "C", "O", "H", "H", "H", "H", "H", "H"], "positions_angstrom": [[-2.16500, -0.94841, -0.21974], [-1.80070, -0.14688, 0.69753], [1.16187, -0.39870, 0.12564], [1.84492, 0.93400, -0.03702], [1.52127, -1.52766, 0.17799], [-3.08207, -1.15108, -0.63041], [-1.27695, -1.42856, -0.78945], [-2.23013, 0.64369, 1.30994], [2.91172, 0.99957, -0.41233], [1.38148, 1.48831, -0.97186], [1.73360, 1.53572, 0.74973]], "forces_ev_per_angstrom": [[3.84, -1.51, -1.90], [0.45, 1.89, 1.41], [0.05, -0.62, 0.52], [0.95, -0.76, -6.23], [-0.11, 1.37, -0.31], [-2.45, -0.36, -0.62], [-1.59, 0.30, 0.89], [0.10, -0.41, 0.05], [-0.67, -0.94, 0.93], [0.13, -1.14, 2.00], [-0.71, 2.19, 3.26]], "orbital_gap_ev": [8.9, 8.1], "e_above_lowest_kcal_mol": 112.34, "multiplicity": 1, "e_homo_ev": [-8.5, -7.7], "fmax_ha_per_bohr": 0.1235, "energy_ev": -6287.04650}

---

3.
{"formula": "C4H6O", "method": "ωB97M-V with the def2-TZVPD basis set", "elements": ["C", "C", "O", "C", "C", "H", "H", "H", "H", "H", "H"], "positions_angstrom": [[-1.56253, 0.29649, 1.80349], [-0.79737, -0.27403, 0.87208], [0.00699, 0.43918, -0.01195], [0.57222, -0.21958, -1.07046], [1.68314, 0.34158, -1.66726], [-2.05516, -0.49809, 2.47741], [-1.66916, 1.39451, 2.09603], [-0.55529, -1.45135, 0.84108], [0.13823, -1.15928, -1.43526], [2.12554, 1.28996, -1.35577], [2.11339, -0.15940, -2.54938]], "forces_ev_per_angstrom": [[-0.51, -0.86, 1.41], [1.41, -1.69, -0.28], [-0.84, -0.48, 0.41], [2.65, 1.43, -1.08], [-1.93, -1.40, 0.35], [0.69, 1.67, -1.01], [0.19, -1.77, -0.93], [-1.03, 2.79, 0.01], [-0.02, 0.41, 0.42], [-0.30, -0.39, 0.09], [-0.31, 0.29, 0.60]], "orbital_gap_ev": 9.9, "e_above_lowest_kcal_mol": 37.00, "multiplicity": 1, "smiles": "C=COC=C", "e_homo_ev": -8.7, "fmax_ha_per_bohr": 0.0623, "energy_ev": -6290.31350}

---

4.
{"formula": "C4H6O", "method": "ωB97M-V with the def2-TZVPD basis set", "elements": ["C", "C", "O", "C", "C", "H", "H", "H", "H", "H", "H"], "positions_angstrom": [[0.75202, 0.84310, -0.06005], [1.40573, -0.33363, -0.02176], [0.51382, -1.19077, -0.16571], [-0.77961, -0.75125, 0.04126], [-0.71953, 0.58419, -0.12099], [1.14165, 1.85592, 0.07770], [2.43043, -0.40733, -0.04494], [-1.37842, -1.42862, -0.61038], [-0.89979, -1.25665, 1.09594], [-0.99248, 1.15459, 0.69229], [-1.47383, 0.93044, -0.88337]], "forces_ev_per_angstrom": [[2.00, 2.37, -0.37], [-1.17, 7.01, -0.26], [0.44, -8.93, -1.72], [-1.18, -8.89, 2.98], [-1.27, 6.38, -1.63], [0.01, -0.53, -0.14], [2.03, -1.22, 0.16], [-0.01, 1.06, 0.22], [-0.86, 1.63, -1.14], [-1.53, 0.94, 2.15], [1.54, 0.19, -0.24]], "orbital_gap_ev": 8.8, "e_above_lowest_kcal_mol": 61.70, "multiplicity": 1, "smiles": "C1=COCC1", "e_homo_ev": -7.7, "fmax_ha_per_bohr": 0.1838, "energy_ev": -6289.24232}